[1]
The following is a quantum chemistry calculation of a structure of composition C9H20BrNPt in a non-equilibrium geometry, from the Open Molecules 2025 dataset.

XYZ file:
```
32
Properties=species:S:1:pos:R:3:forces:R:3:mulliken_charge:R:1
C -0.27394 3.60799 1.28290 -1.442 0.975 1.323 -1.65
C 0.16650 2.25152 0.79495 1.832 0.654 -1.313 -0.07
C -0.79505 1.44262 -0.07537 0.668 -1.722 2.077 -0.38
N -0.23891 0.00628 -0.47887 1.492 1.007 -1.277 0.18
C -1.40294 -0.79135 -1.02865 -1.355 0.224 -2.279 -0.83
C -1.22538 -2.29188 -1.27903 0.653 -0.013 1.294 -0.77
C -0.61642 -2.94122 0.03644 -0.404 -0.614 -1.550 -0.80
C 0.64348 -2.25157 0.46046 0.150 2.342 0.455 -0.56
C 0.31082 -0.70895 0.77350 -1.513 -1.462 -1.605 -0.52
C 0.87478 0.22088 -1.59277 -0.354 -0.993 0.274 -0.95
H -0.64690 4.39842 0.63158 -0.241 -0.739 -0.810 0.38
H 0.45389 4.20331 1.83422 0.712 -0.732 0.024 0.40
H -1.04088 3.43008 2.03674 -0.348 0.239 -0.038 0.38
H 0.53075 1.72158 1.67505 -0.442 -0.228 0.057 0.34
H 1.06095 2.46555 0.20994 0.304 -0.088 -0.334 0.23
H -1.14479 1.98681 -0.95266 -0.311 -0.419 0.168 0.46
H -1.47273 1.02016 0.66651 -1.343 0.992 -0.598 0.39
H -2.37644 -0.52581 -0.61647 0.474 -0.053 1.391 0.49
H -1.60702 -0.36409 -2.01043 0.455 0.273 -0.285 0.50
H -2.12701 -2.79310 -1.63106 -0.726 0.422 0.945 0.43
H -0.74062 -2.39393 -2.24996 1.443 -0.295 0.489 0.40
H -1.30766 -2.93334 0.87919 -0.417 0.219 -0.251 0.34
H -0.37990 -3.99525 -0.10914 -0.082 -0.025 -0.221 0.43
H 1.06910 -2.71002 1.35308 -0.069 0.132 0.123 0.41
H 1.40451 -2.30322 -0.31817 0.088 0.021 -0.056 0.29
H -0.49894 -0.56968 1.48973 0.072 -0.368 0.308 0.45
H 1.14717 -0.09947 1.11578 -1.532 -0.741 0.572 0.11
H 1.71016 0.82312 -1.23562 -1.016 0.266 -0.385 0.34
H 0.52664 0.63250 -2.54011 -0.752 0.260 0.474 0.34
H 1.32419 -0.72807 -1.88535 -0.288 -0.278 0.316 0.48
Pt 3.90266 -0.23883 2.12200 5.556 -3.147 7.082 0.59
Br 2.77005 0.42900 0.64154 -1.265 3.889 -6.370 0.17
```
Forces are in eV/Å.

Calculated values
* energy relative to the best compared isomer or geometry (same formula, charge and spin): 92.4 kcal/mol
* 2S+1: 3
* frontier orbital gap (alpha / beta): 8.984 / 6.720 eV
* net charge: +2
* molecular weight: 417.2 g mol⁻¹
* LUMO (alpha / beta): -9.004 / -11.317 eV
* expectation value of S²: 2.01

***

[2]
The following is a quantum chemistry calculation of a structure of composition C9H20F3KMgNO6S2 in a non-equilibrium geometry, from the Open Molecules 2025 dataset.

XYZ file:
```
43
Properties=species:S:1:pos:R:3:forces:R:3:mulliken_charge:R:1
C -0.92286 -0.37582 1.10086 0.494 0.532 0.206 -0.90
C -1.55310 0.76368 2.00416 -1.584 -1.822 -0.495 -0.17
O -1.15167 2.07916 1.42544 -1.252 -2.313 -1.132 0.10
N -1.89309 2.20959 0.32317 0.091 0.569 -0.874 0.16
C -1.06905 2.41738 -0.89419 1.650 0.561 -0.188 -0.28
F -1.94489 2.74183 -1.95611 0.607 -0.355 1.255 -0.41
C 0.03868 3.53371 -0.77628 1.259 -0.079 -1.675 -0.01
C 0.96724 3.37913 -2.08424 -1.365 -1.029 1.215 -1.48
S -3.18700 3.36673 0.50540 -4.772 -4.639 5.778 1.18
O -3.49613 3.56878 1.95650 1.980 0.505 -3.899 -0.58
O -4.42126 2.72934 -0.09555 3.136 2.912 -0.753 -0.61
F -2.89548 4.92776 -0.20834 -0.032 0.955 -0.570 -0.27
H -1.56000 -0.64773 0.20653 0.460 0.302 1.170 0.38
H 0.06948 -0.02293 0.67535 -1.093 -0.546 0.830 0.30
H -0.73173 -1.29439 1.73502 -0.258 1.128 -0.811 0.15
H -2.68240 0.68849 1.87771 1.326 0.273 0.468 0.19
H -1.33231 0.68526 3.10135 0.346 0.676 -1.305 0.39
H -0.54923 1.43017 -1.10710 -0.847 0.979 0.242 0.40
H 0.73445 3.41488 0.10206 -1.339 -0.123 -0.461 0.36
H -0.35456 4.59312 -0.80901 0.017 -1.321 0.412 0.15
H 2.02819 3.81241 -1.91690 -2.935 -0.964 1.745 0.43
H 1.11682 2.25459 -2.33994 0.110 1.593 0.520 0.44
H 0.43536 3.84043 -3.00590 0.524 -0.525 1.734 0.27
K 2.49585 4.06334 -3.70896 2.777 0.485 -3.803 1.03
F 0.11818 3.34747 2.08574 1.298 1.785 0.761 -0.57
C 0.82772 -5.23267 1.01766 -0.027 -0.139 -0.088 -0.73
C 2.25129 -5.17147 0.45859 0.095 -0.101 0.139 -0.65
C 2.29290 -4.03632 -0.56795 0.386 -0.379 -0.139 -0.72
S 1.04526 -2.85689 -0.06119 0.248 -0.174 0.079 1.33
O 0.00827 -2.82200 -1.06673 0.099 0.329 0.159 -0.69
O 1.69206 -1.65694 0.41928 -0.120 -0.058 -0.366 -0.68
C 0.44645 -3.79264 1.33725 -0.161 -0.308 0.317 -0.72
H 0.76653 -5.86868 1.90191 -0.021 0.052 -0.060 0.37
H 0.15095 -5.63985 0.26054 -0.002 0.040 0.077 0.31
H 2.95265 -4.95930 1.27095 -0.054 -0.008 -0.055 0.31
H 2.54938 -6.11976 0.00863 -0.004 0.089 0.022 0.33
H 3.26542 -3.54554 -0.58732 -0.163 0.126 -0.083 0.33
H 2.03555 -4.39025 -1.56681 -0.078 0.143 0.053 0.39
H -0.62717 -3.64729 1.44941 0.059 0.109 -0.096 0.47
H 0.96987 -3.43482 2.22625 -0.011 0.048 -0.085 0.40
Mg -4.59278 5.62805 -0.77703 -0.483 -0.006 -0.117 0.82
O 2.77500 0.42297 -2.20908 -0.332 0.832 -0.347 -0.73
H 2.93116 -0.38298 -1.71109 -0.026 -0.134 0.217 0.23
```
Forces are in eV/Å.

Calculated values
* energy relative to the best compared isomer or geometry (same formula, charge and spin): 0.0 kcal/mol
* frontier orbital gap: 1.813 eV
* net charge: +1
* molecular weight: 422.8 g mol⁻¹
* LUMO: -7.484 eV

***

[3]
The following is a quantum chemistry calculation of a structure of composition C9H20F3O25S3V5 in a non-equilibrium geometry, from the Open Molecules 2025 dataset.

XYZ file:
```
65
Properties=species:S:1:pos:R:3:forces:R:3:mulliken_charge:R:1
O -0.48625 -5.03761 -2.34667 0.619 -0.961 1.171 -0.55
V 0.26328 -4.84122 -0.96670 -1.359 1.921 -1.191 1.15
O 1.53945 -4.05238 -1.32594 0.529 -0.181 -0.062 -0.52
O -2.83304 1.06052 -1.98739 0.209 0.026 -0.387 -0.57
V -1.51060 1.24303 -1.15958 -1.789 1.364 1.889 1.19
O -0.38387 1.60318 -2.14320 1.205 -0.151 -1.209 -0.45
O -4.40756 -3.81643 1.25221 -0.154 -0.064 -0.942 -0.49
V -3.31306 -3.75095 0.13440 1.128 -1.401 1.316 0.92
O -3.64247 -4.66520 -1.10832 -0.364 0.642 0.630 -0.58
O 2.87782 -3.23124 1.19574 -1.246 -0.080 1.112 -0.55
V 1.57077 -3.08652 2.08549 0.442 2.442 -0.839 0.97
O 1.80725 -1.83414 3.03216 -0.047 -1.690 -0.590 -0.56
O -0.98908 -0.97280 3.77639 -0.335 -0.944 -0.623 -0.53
V -1.93678 -2.05889 3.11944 -0.766 1.221 1.792 1.07
O -2.80868 -2.66621 4.28495 0.514 0.259 -0.967 -0.54
C -3.55353 2.01825 3.17484 -0.446 -0.313 -1.136 0.50
F -2.27204 2.01997 3.52900 0.143 -0.135 0.449 -0.19
F -4.34711 1.73211 4.18657 0.217 -0.047 0.478 -0.22
F -3.84892 3.25591 2.75325 0.002 0.013 -0.178 -0.23
S -3.84439 0.75379 1.82256 -0.991 0.683 0.230 1.28
O -3.46567 -0.48734 2.49621 0.570 -0.869 0.339 -0.94
O -5.24652 0.86286 1.51892 0.791 -0.123 0.163 -0.64
O -2.94000 1.14756 0.75646 0.459 -0.041 0.059 -0.36
S -0.69856 -5.00966 2.03712 -3.069 -1.308 2.193 1.30
O -0.58065 -3.76411 2.85969 0.141 1.323 0.619 -0.74
O -1.89552 -4.93032 1.17266 -0.109 0.427 -1.270 -0.78
O 0.52468 -4.83090 1.19235 1.154 -0.976 -1.698 -0.86
O -0.78393 -6.19994 2.82077 1.071 0.639 -0.569 -0.52
S -1.00766 -1.93067 0.08542 1.530 -1.181 1.113 1.39
O -1.19047 -0.67844 -0.58113 0.265 -0.370 -0.232 -0.02
O -1.06434 -3.12980 -0.77835 -0.247 -0.062 -0.929 -0.54
O 0.21353 -2.00918 0.87514 0.942 0.622 0.049 0.77
O -2.13172 -2.20500 1.04906 -0.968 0.410 -0.625 0.67
C 2.36760 -0.41989 -1.27733 0.172 -0.166 0.578 -0.23
O 3.17507 0.05405 -2.31966 0.056 0.092 0.234 -0.29
C 4.50684 -0.41535 -2.21979 -0.451 -0.025 -0.653 -0.49
C 5.31004 0.25435 -3.32082 0.036 -0.228 0.659 -0.65
O 5.25328 1.65238 -3.16385 -0.097 -0.185 0.068 -0.27
C 5.53127 2.34309 -4.34356 -0.161 0.754 -0.525 -0.79
H 2.70600 -0.02642 -0.30563 -0.025 0.058 -0.050 0.29
H 2.40600 -1.51555 -1.18314 -0.067 0.014 -0.192 0.09
H 1.34136 -0.09534 -1.43603 0.079 0.041 -0.210 -0.09
H 4.47328 -1.49938 -2.39315 0.365 -0.054 0.030 0.34
H 4.96839 -0.24714 -1.24065 -0.228 0.259 0.106 0.34
H 4.90599 -0.04625 -4.28994 0.048 0.006 -0.109 0.37
H 6.34615 -0.08885 -3.20142 0.046 -0.075 -0.363 0.36
H 6.55487 2.20600 -4.71147 0.057 -0.104 0.151 0.30
H 5.36614 3.40536 -4.15242 0.207 -0.056 0.162 0.25
H 4.84535 2.10674 -5.16956 -0.013 -0.363 0.166 0.34
C 0.37488 1.36521 1.64879 0.417 -0.122 0.344 -0.24
O -0.35579 2.07802 0.65120 0.364 -0.008 0.108 0.09
C -0.50592 3.43677 1.02930 -0.507 0.686 -0.283 -0.44
C -0.95102 4.26118 -0.16308 0.370 0.292 -0.003 -0.67
O -1.88052 3.45745 -0.85838 -0.608 -0.811 -0.605 0.02
C -3.17022 4.02198 -1.12253 -0.066 0.281 0.285 -0.84
H -0.00089 1.50934 2.66457 -0.398 0.153 -0.207 0.24
H 1.40606 1.72791 1.64866 0.070 -0.237 -0.154 0.36
H 0.32801 0.30039 1.44479 0.127 0.090 -0.175 -0.45
H 0.41671 3.86638 1.42577 0.067 -0.280 0.157 0.47
H -1.31548 3.49880 1.75971 0.222 -0.063 0.273 0.13
H -0.16806 4.61482 -0.84239 0.226 -0.706 -0.052 0.31
H -1.36629 5.21089 0.19134 -0.511 -0.318 0.138 0.47
H -3.71891 4.11755 -0.18358 0.000 0.120 -0.011 0.28
H -3.73168 3.36532 -1.77854 0.246 -0.171 -0.043 0.23
H -3.03286 4.99195 -1.60074 -0.084 0.030 0.022 0.34
```
Forces are in eV/Å.

Calculated values
* energy relative to the best compared isomer or geometry (same formula, charge and spin): 28.2 kcal/mol
* frontier orbital gap: 6.974 eV
* net charge: 0
* molecular weight: 936.1 g mol⁻¹
* LUMO: -2.777 eV